# 1
One molecule with the formula C5H9NO, computed with wB97M-V/def2-TZVPD.

```
16
Properties=species:S:1:pos:R:3:forces:R:3:lowdin_charge:R:1
C 1.067206 1.144691 0.721640 0.020 0.058 -0.033 -0.046
C 0.158346 0.169334 -0.023939 0.134 -0.049 0.303 -0.542
C 0.972297 -0.760620 -0.955463 0.212 -0.159 -0.036 -0.024
C -0.780652 -0.556672 0.965852 0.228 -0.034 0.095 -0.119
O -1.940734 -0.843408 0.171171 0.073 0.079 -0.217 -0.039
C -1.870603 0.098028 -0.802134 -0.173 0.330 -0.199 -0.228
N -0.831107 0.810422 -0.928198 -0.397 -0.283 0.167 0.122
H 1.744702 1.656233 0.033849 -0.123 -0.031 -0.009 0.081
H 1.690118 0.592747 1.440521 -0.156 0.090 -0.155 0.089
H 0.500121 1.904458 1.271771 0.011 -0.185 -0.131 0.081
H 0.836570 -1.821299 -0.747559 -0.123 -0.028 0.178 0.079
H 0.672826 -0.604864 -1.996724 0.047 0.069 0.233 0.083
H 2.040485 -0.556346 -0.896582 0.049 0.014 0.090 0.072
H -0.420532 -1.491811 1.395518 0.114 0.105 -0.117 0.130
H -1.100753 0.126509 1.769386 0.204 -0.151 -0.146 0.130
H -2.743879 0.133761 -1.435485 -0.122 0.175 -0.025 0.132
```
Forces are in eV/Å.

- HOMO: -9.6 eV
- Energy above the lowest of the compared OMol25 structures with the same formula, charge and spin: 1.187 eV
- SMILES string: CC1(C)COC=N1
- LUMO level: 0.97 eV
- Frontier orbital gap: 10.603 eV

---

# 2
A 2-piece molecular cluster, C5H9NO overall, computed with wB97M-V/def2-TZVPD.

```
16
Properties=species:S:1:pos:R:3:forces:R:3:lowdin_charge:R:1
C -1.108052 1.146236 1.840333 -0.046 -0.917 -1.887 -0.025
C -0.270006 0.601688 0.688572 -0.511 -2.163 -0.308 -0.284
C 0.733879 -0.402644 0.768235 -1.172 -0.290 3.959 -0.150
N 1.641846 -0.214023 -0.168680 1.636 0.533 -4.270 -0.016
C 1.135554 0.652337 -1.153285 -2.272 0.481 1.455 -0.078
C -0.165091 1.025205 -0.613578 4.145 0.282 -1.647 -0.088
H -1.388683 2.167358 1.738507 0.424 1.044 -0.423 0.068
H -0.366477 1.023161 2.552979 0.598 0.190 2.435 0.049
H -2.049642 0.708830 2.094493 -0.369 -1.093 0.129 0.066
H 0.759385 -1.253510 1.511044 0.481 1.419 -0.766 0.142
H 2.521149 -0.688274 -0.419142 -1.045 -0.097 0.974 0.163
H 1.681235 1.147158 -1.999676 -0.488 -1.124 1.105 0.114
H -0.781211 1.623554 -1.176621 -1.406 1.694 -0.762 0.072
H -1.239884 -1.304558 -0.898144 -0.038 -0.359 -0.176 -0.001
H -0.716764 -2.765379 -1.045553 -1.542 1.251 -0.495 0.065
O -1.483716 -2.162138 -1.294848 1.605 -0.852 0.678 -0.096
```
Forces are in eV/Å.

- HOMO: -7.9 eV
- Energy above the lowest of the compared OMol25 structures with the same formula, charge and spin: 2.486 eV
- SMILES string: Cc1cc[nH]c1.O
- LUMO level: 0.79 eV
- Frontier orbital gap: 8.705 eV

---

# 3
C5H9NO as an isolated structure, computed with wB97M-V/def2-TZVPD.

```
16
Properties=species:S:1:pos:R:3:forces:R:3:lowdin_charge:R:1
C 0.832776 0.351355 -1.503905 0.097 -0.153 0.065 -0.038
N 0.020081 0.026573 -0.329280 0.269 -0.489 0.231 -0.230
C -1.417888 0.291101 -0.317845 -0.199 -0.181 -0.013 -0.071
C -0.486749 1.046253 0.536812 0.080 0.066 0.213 -0.248
C -0.329244 0.450723 2.046194 -0.175 0.337 0.510 -0.202
O -0.427589 1.224887 2.957580 0.057 -0.320 -0.442 -0.043
C 0.596380 -1.541522 0.619623 -0.093 0.375 -0.556 0.061
H 0.934805 -0.542552 -2.125175 -0.003 0.078 0.064 0.086
H 1.823692 0.670489 -1.169384 -0.130 -0.069 -0.039 0.098
H 0.391250 1.152790 -2.113347 -0.030 -0.231 0.327 0.097
H -1.871826 0.750905 -1.197511 0.268 -0.193 0.116 0.117
H -1.997447 -0.507709 0.150005 0.067 0.154 0.021 0.112
H -0.231261 2.084441 0.337183 0.050 -0.200 -0.086 0.144
H 1.499822 -1.325857 1.196296 -0.399 0.107 -0.263 0.044
H -0.146788 -2.060036 1.230082 0.209 0.459 -0.345 0.034
H 0.809987 -2.071841 -0.317330 -0.070 0.259 0.196 0.040
```
Forces are in eV/Å.

- HOMO (spin up / spin down): -6.2 / -6.2 eV
- Energy above the lowest of the compared OMol25 structures with the same formula, charge and spin: 6.347 eV
- LUMO level (spin up / spin down): 0.50 / 0.50 eV
- Frontier orbital gap (spin up / spin down): 6.680 / 6.683 eV

---

# 4
A 2-piece molecular cluster, C5H9NO overall, computed with wB97M-V/def2-TZVPD.

```
16
Properties=species:S:1:pos:R:3:forces:R:3:lowdin_charge:R:1
C -1.190769 0.048110 0.419224 -0.061 -0.019 -0.005 -0.145
C -0.106298 0.434803 -0.567266 -0.026 0.105 -0.211 -0.309
C -0.401792 0.868780 -1.788090 0.040 -0.057 0.102 0.074
C 1.313414 0.361377 -0.057713 0.001 0.327 -0.149 -0.230
O 1.619459 -0.925977 0.455042 0.027 -0.025 0.249 -0.089
C -1.059646 0.868620 1.630378 0.190 0.578 0.825 -0.218
N -0.863935 1.538267 2.553246 -0.246 -0.676 -0.834 0.148
H -0.324839 -3.143360 0.051450 -0.004 -0.042 -0.100 0.048
H -1.101719 -1.005962 0.705814 0.042 0.178 -0.036 0.085
H -2.185365 0.190905 -0.014716 0.164 0.016 0.073 0.123
H -1.428417 0.963702 -2.132995 0.137 -0.007 0.080 0.069
H 0.159500 -2.667118 -0.254477 -0.054 -0.115 0.073 0.034
H 0.380350 1.159243 -2.484851 -0.088 -0.101 0.093 0.070
H 2.004889 0.581606 -0.877960 -0.110 -0.028 0.092 0.120
H 1.458006 1.127949 0.715875 -0.018 -0.098 -0.117 0.124
H 1.704701 -0.870232 1.413119 0.005 -0.037 -0.135 0.095
```
Forces are in eV/Å.

- HOMO: -10.3 eV
- Energy above the lowest of the compared OMol25 structures with the same formula, charge and spin: 2.704 eV
- SMILES string: C=C(CO)CC#N.[H][H]
- LUMO level: 0.79 eV
- Frontier orbital gap: 11.119 eV

---

# 5
One molecule with the formula C5H9NO, computed with wB97M-V/def2-TZVPD.

```
16
Properties=species:S:1:pos:R:3:forces:R:3:lowdin_charge:R:1
C 0.694355 -0.024041 2.331335 0.358 -0.101 0.618 -0.070
C 1.156506 -0.081108 0.939871 0.111 0.067 0.760 -0.267
N 0.848271 -1.068180 0.221390 -1.510 1.409 0.057 0.034
C 0.582103 -0.567932 -1.106398 0.310 -0.714 -1.032 -0.261
C -0.930636 -0.359737 -1.350782 0.194 -0.146 -0.188 -0.140
C -1.568522 0.998746 -1.116139 0.382 0.101 0.114 -0.260
O -1.010723 1.990614 -0.711471 -0.094 -0.482 -0.099 0.040
H -0.055903 -0.803991 2.488291 0.274 0.137 0.128 0.082
H 1.563794 -0.173292 2.956051 0.047 0.103 0.810 0.071
H 0.251581 0.960894 2.520973 0.195 -0.158 0.061 0.085
H 1.715918 0.771288 0.529020 -0.492 0.238 -0.010 0.123
H 0.928209 -1.388816 -1.697655 -0.039 -0.165 -1.413 0.093
H 1.108568 0.365277 -1.374838 0.003 -0.280 0.139 0.116
H -1.535274 -1.106971 -0.817066 0.177 0.085 -0.061 0.120
H -1.096725 -0.557634 -2.416133 -0.212 -0.012 -0.018 0.113
H -2.651521 1.044884 -1.396449 0.295 -0.082 0.134 0.121
```
Forces are in eV/Å.

- HOMO: -9.2 eV
- Energy above the lowest of the compared OMol25 structures with the same formula, charge and spin: 2.447 eV
- SMILES string: C/C=N/CCC=O
- LUMO level: 1.05 eV
- Frontier orbital gap: 10.216 eV

---

# 6
One molecule with the formula C5H9NO, computed with wB97M-V/def2-TZVPD.

```
16
Properties=species:S:1:pos:R:3:forces:R:3:lowdin_charge:R:1
C 0.340172 0.460158 1.770297 -0.030 0.025 -0.027 -0.075
C 0.525849 0.914708 0.333212 0.016 0.259 0.083 -0.292
C 1.630106 0.264397 -0.425599 0.175 -0.028 -0.037 -0.080
C 0.206799 -0.018208 -0.828626 -0.334 0.043 -0.057 -0.223
C -0.656515 -1.126516 -0.411752 -0.210 -0.248 -0.033 -0.151
N -1.858439 -1.314184 -0.794074 0.564 -0.467 0.154 -0.015
O -2.227529 -0.467209 -1.838359 -0.302 0.078 -0.035 -0.076
H 0.986290 1.061203 2.420768 -0.172 -0.050 -0.075 0.080
H 0.643476 -0.585054 1.905554 -0.052 0.239 -0.040 0.071
H -0.694053 0.553002 2.117191 0.119 0.032 -0.067 0.082
H 0.278541 1.951301 0.140740 0.270 0.076 0.080 0.133
H 2.176327 0.882843 -1.129797 0.029 -0.222 0.024 0.104
H 2.229285 -0.470285 0.105765 -0.135 0.028 -0.118 0.109
H -0.352644 -1.768928 0.405796 -0.055 -0.118 -0.083 0.114
H -0.091316 0.413736 -1.778099 -0.016 0.208 0.324 0.130
H -3.136348 -0.750965 -1.993018 0.133 0.145 -0.091 0.089
```
Forces are in eV/Å.

- HOMO: -9.1 eV
- Energy above the lowest of the compared OMol25 structures with the same formula, charge and spin: 3.297 eV
- SMILES string: C[C@H]1C[C@H]1/C=N\O
- LUMO level: 1.11 eV
- Frontier orbital gap: 10.251 eV

---

# 7
One molecule with the formula C5H9NO, computed with wB97M-V/def2-TZVPD.

```
16
Properties=species:S:1:pos:R:3:forces:R:3:lowdin_charge:R:1
C 0.742986 1.822884 -0.146407 1.291 0.715 0.279 -0.131
C -2.103624 -0.577644 0.154882 -0.014 0.223 -0.397 -0.009
N 0.673510 0.478066 -0.671616 0.367 -2.074 0.070 -0.053
C -0.801552 -1.244212 -0.205498 1.279 -1.202 0.730 -0.401
C 0.449418 -0.508887 0.349564 -1.151 -0.557 0.271 -0.369
C 1.787617 -0.781846 -0.174822 -1.001 1.713 -0.509 0.071
O -0.727510 -2.284436 -0.822200 -0.139 0.657 0.118 0.082
H 0.308223 -0.246616 1.401693 0.058 0.443 -0.161 0.142
H 0.119490 2.484596 -0.754316 0.168 -0.159 -0.128 0.079
H 1.774092 2.201550 -0.167526 -0.174 0.179 -0.081 0.079
H 0.401245 1.928087 0.894895 0.025 -0.276 -0.178 0.077
H -2.793483 -0.663352 -0.686082 -0.007 -0.062 0.134 0.090
H -1.963386 0.477631 0.395202 -0.013 -0.081 0.045 0.074
H -2.529390 -1.092048 1.020224 0.042 0.022 -0.057 0.092
H 2.701874 -0.255453 0.069062 -0.334 -0.044 0.956 0.087
H 1.960490 -1.738319 -0.657055 -0.398 0.503 -1.091 0.090
```
Forces are in eV/Å.

- HOMO: -8.9 eV
- Energy above the lowest of the compared OMol25 structures with the same formula, charge and spin: 3.600 eV
- SMILES string: CC(=O)[C@H]1CN1C
- LUMO level: 0.98 eV
- Frontier orbital gap: 9.859 eV

---

# 8
C5H9NO as an isolated structure, computed with wB97M-V/def2-TZVPD.

```
16
Properties=species:S:1:pos:R:3:forces:R:3:lowdin_charge:R:1
C -0.742410 -0.959781 0.595915 0.256 0.468 0.079 -0.083
C -1.660593 0.156547 0.122903 -0.112 0.094 -0.031 -0.212
C 1.248111 -0.467556 -1.347224 -0.099 -0.015 0.063 -0.024
C 1.171384 -0.044940 0.099981 0.054 0.296 0.156 -0.530
C -0.709382 1.077479 0.759545 0.190 -0.655 -0.071 -0.099
N 0.481219 1.405874 0.228756 0.079 -0.254 -0.075 0.062
O 2.039981 -0.250689 0.921294 -0.372 0.083 -0.187 0.023
H 1.067093 1.924378 0.873611 -0.034 -0.087 0.006 0.118
H -0.881783 -1.291246 1.617869 -0.062 0.007 -0.019 0.068
H -0.576502 -1.768612 -0.105045 0.024 0.063 -0.024 0.070
H -2.670428 0.201824 0.534864 0.066 0.004 -0.019 0.104
H -1.690886 0.244948 -0.961475 0.038 -0.004 0.038 0.108
H -0.958181 1.450129 1.754665 0.023 -0.014 -0.030 0.144
H 0.314145 -0.314446 -1.881900 -0.002 -0.001 0.043 0.070
H 2.021201 0.149491 -1.814943 -0.039 -0.017 0.055 0.092
H 1.547030 -1.513398 -1.398815 -0.011 0.034 0.018 0.089
```
Forces are in eV/Å.

- HOMO (spin up / spin down): -7.4 / -7.4 eV
- Energy above the lowest of the compared OMol25 structures with the same formula, charge and spin: 4.550 eV
- LUMO level (spin up / spin down): 0.04 / 0.04 eV
- Frontier orbital gap (spin up / spin down): 7.456 / 7.454 eV

---

Among the records above, which one has the highest energy above the lowest of the compared OMol25 structures with the same formula, charge and spin?
number 3